A structure of composition C46H26AlCl2N9O2S, computed with ωB97M-V with the def2-TZVPD basis set.

Results
Charge: -2
Frontier orbital gap in eV: 4.02
Energy above the lowest of the compared OMol25 structures with the same formula, charge and spin in kcal/mol: 9.35
LUMO energy in eV: 3.7857
Max |F| in eV/Å: 0.8

```
87
Properties=species:S:1:pos:R:3:forces:R:3
Al 1.014 0.867 -0.554 0.5149 0.2428 -0.1370
C 4.835 -4.246 0.505 -0.0252 0.0218 -0.1286
C 4.754 -4.421 -0.879 0.0330 -0.0011 0.0788
C 4.167 -3.458 -1.690 -0.0090 0.0647 -0.1168
C 3.658 -2.318 -1.088 0.1524 -0.2384 0.3926
C 2.909 -1.173 -1.614 -0.1378 0.4553 -0.5773
N 2.573 -0.318 -0.567 -0.1023 -0.2561 0.0934
C 3.141 -0.836 0.589 0.1990 0.6116 0.3185
N 3.248 -0.262 1.738 -0.0481 -0.5074 -0.3443
C 2.661 0.960 1.950 -0.2051 0.4023 0.2886
C 2.910 1.758 3.085 -0.0723 -0.1741 -0.3431
C 3.837 1.664 4.140 0.0526 0.1039 0.2262
C 3.837 2.643 5.103 0.0979 -0.2201 -0.0940
C 2.921 3.730 5.046 -0.1765 0.1084 -0.1251
C 2.010 3.838 4.023 0.0662 0.0757 0.2334
C 1.997 2.847 3.023 -0.1409 -0.0871 -0.3364
C 1.231 2.663 1.855 0.4170 -0.3474 0.3151
N 0.151 3.433 1.527 -0.5851 0.0774 -0.4379
C -0.418 3.307 0.380 0.7079 0.0415 0.3787
N -0.004 2.520 -0.697 -0.2784 -0.1302 0.1673
C -0.731 2.932 -1.809 0.3752 -0.2165 -0.6304
N -0.563 2.589 -3.039 -0.3836 0.2774 0.6033
C 0.372 1.654 -3.377 0.3433 -0.3494 -0.4316
N 1.128 0.880 -2.524 -0.0755 -0.1838 -0.1507
C 1.860 0.002 -3.297 -0.2966 0.4591 -0.4148
N 2.656 -1.018 -2.864 0.1769 -0.4649 0.5296
C 1.596 0.242 -4.662 0.0884 -0.0539 0.4392
C 2.064 -0.352 -5.849 -0.0302 0.0135 -0.2855
C 1.590 0.120 -7.050 0.1700 -0.1665 0.1500
C 0.646 1.182 -7.102 -0.1448 0.1767 0.1630
C 0.174 1.768 -5.952 -0.0062 -0.0281 -0.2883
C 0.648 1.296 -4.714 -0.0617 0.1084 0.4619
C -1.722 3.932 -1.402 -0.1676 0.1769 0.3559
C -2.711 4.600 -2.107 0.0102 -0.0595 -0.0865
C -3.541 5.466 -1.408 0.0107 0.0179 0.1000
C -3.380 5.660 -0.032 -0.0141 -0.0030 -0.1244
C -2.374 5.007 0.666 0.0825 0.0124 0.0893
C -1.543 4.148 -0.037 -0.3336 -0.0053 -0.3461
N 1.665 1.533 1.194 0.0390 0.0596 0.1591
C 3.769 -2.130 0.288 -0.0364 -0.2311 -0.2902
C 4.350 -3.088 1.101 0.0588 0.0765 0.0887
H 5.272 -5.028 1.115 0.0365 0.0163 0.0159
H 5.148 -5.328 -1.325 -0.0178 0.0058 0.0165
H 4.097 -3.592 -2.763 -0.0581 0.0234 0.0457
H 4.537 0.836 4.173 -0.0209 0.0252 0.0154
H 4.549 2.598 5.922 -0.0229 -0.0152 -0.0221
H 2.954 4.486 5.824 -0.0181 -0.0020 -0.0170
H 1.313 4.668 3.971 0.0309 -0.0246 0.0155
H 2.781 -1.164 -5.805 -0.0165 0.0195 0.0029
H 1.936 -0.321 -7.979 0.0017 -0.0063 0.0139
H 0.299 1.530 -8.069 -0.0162 0.0069 0.0029
H -0.549 2.576 -5.983 0.0282 -0.0273 -0.0062
H -2.835 4.433 -3.171 0.0333 -0.0167 0.0438
H -4.330 5.994 -1.932 -0.0029 -0.0105 0.0122
H -4.058 6.323 0.492 0.0161 0.0163 0.0074
H -2.239 5.148 1.731 0.0212 -0.0093 -0.0354
H 4.416 -2.928 2.171 -0.0215 -0.0001 -0.0320
S -3.599 0.796 0.490 0.0595 -0.0175 -0.1618
Cl -3.462 -4.349 -0.058 0.0801 0.0827 0.0546
C -3.917 -2.674 -0.127 -0.0066 -0.0216 0.1816
C -4.108 -2.126 -1.448 -0.0498 -0.0106 -0.0681
C -4.579 -0.891 -1.652 0.0680 0.0383 -0.1156
C -4.941 -0.058 -0.513 0.2315 0.2400 0.0393
C -4.683 -0.583 0.838 -0.1088 0.1436 0.0506
Cl -5.980 -0.289 2.061 0.0073 -0.0430 -0.0475
C -4.065 -1.926 0.992 0.0657 -0.1319 -0.0761
N -3.726 -2.255 2.280 0.0437 0.0576 0.0248
C -2.652 -3.110 2.683 0.1240 -0.1026 0.0539
C -3.002 -4.258 3.390 -0.0411 0.0114 -0.0468
C -2.042 -5.147 3.838 -0.0438 0.0416 -0.0084
C -0.706 -4.881 3.571 0.0468 -0.0252 -0.0067
C -0.357 -3.720 2.905 0.0516 -0.0411 -0.0393
C -1.305 -2.797 2.460 0.0208 0.0406 -0.0542
C -0.798 -1.515 1.848 -0.2672 -0.0546 -0.1372
C -0.620 -1.492 0.320 0.4477 -0.2732 0.0772
O -0.804 -2.487 -0.355 -0.1990 0.0930 0.0065
O -0.182 -0.357 -0.104 -0.6448 0.0090 -0.0216
H -3.827 -2.753 -2.285 0.0127 -0.0099 0.0333
H -4.684 -0.483 -2.649 -0.0177 -0.0369 0.0317
H -5.777 0.617 -0.627 -0.0947 -0.0432 0.0718
H -4.017 -1.576 2.964 -0.0187 0.0120 0.0547
H -4.056 -4.442 3.563 0.0352 -0.0192 -0.0411
H -2.334 -6.039 4.380 0.0083 0.0094 -0.0156
H 0.064 -5.573 3.894 -0.0134 0.0464 -0.0101
H 0.690 -3.502 2.723 -0.0158 0.0036 -0.0005
H 0.206 -1.327 2.233 -0.0123 0.1526 0.1059
H -1.414 -0.654 2.118 -0.0068 -0.0130 0.0416
```
Forces are in eV/Å.

Charges obtained by Mulliken population analysis, quoted in units of e:
1 Al -1.4440
2 C -0.6057
3 C -0.5464
4 C -0.1445
5 C 0.2811
6 C -0.2772
7 N 0.2691
8 C 0.0139
9 N -0.6157
10 C -0.3166
11 C 0.4781
12 C -0.2980
13 C -0.6097
14 C -0.5998
15 C -0.2452
16 C 0.2763
17 C -0.2719
18 N -0.6203
19 C -0.0809
20 N 0.1860
21 C -0.1771
22 N -0.6954
23 C -0.2916
24 N 0.0939
25 C -0.2737
26 N -0.7037
27 C 0.4948
28 C -0.2220
29 C -0.6061
30 C -0.6225
31 C -0.2148
32 C 0.4405
33 C 0.3368
34 C -0.1141
35 C -0.5920
36 C -0.6266
37 C -0.3165
38 C 0.2065
39 N 0.3765
40 C 0.2004
41 C -0.2951
42 H 0.3755
43 H 0.3694
44 H 0.5414
45 H 0.4763
46 H 0.3612
47 H 0.3609
48 H 0.4780
49 H 0.4789
50 H 0.3629
51 H 0.3622
52 H 0.4846
53 H 0.5427
54 H 0.3902
55 H 0.3841
56 H 0.5197
57 H 0.5312
58 S -0.0488
59 Cl -0.2460
60 C 0.9226
61 C -0.3220
62 C -0.8261
63 C -0.7248
64 C 0.5129
65 Cl -0.2739
66 C -0.5324
67 N 0.0985
68 C -0.4593
69 C -0.3675
70 C -0.4945
71 C -0.7366
72 C -0.8554
73 C 0.8293
74 C -0.6052
75 C 0.3766
76 O -0.7252
77 O 0.1366
78 H 0.3458
79 H 0.3991
80 H 0.5684
81 H 0.2236
82 H 0.4193
83 H 0.3551
84 H 0.3914
85 H 0.5755
86 H 0.5001
87 H 0.3168